# 1
A structure of composition C2H2BeF2O2. Source: the Open Molecules 2025 dataset; level of theory: ωB97M-V/def2-TZVPD.

The spin multiplicity is 1. As for the lowest unoccupied orbital energy: -0.465 hartree. The net charge is +2.

Last column: natural (NBO) charge in e.
CARTESIAN COORDINATES (ANGSTROEM)
F: -0.2426 0.0424 1.4041  -0.064
F: 1.0264 -1.6408 0.6122  -0.178
O: -0.4358 1.5316 1.3087  -0.395
O: -0.9976 0.4467 -1.1626  -0.704
C: 0.6999 -0.4396 0.2614  0.481
C: -0.1423 -0.4012 -1.0075  0.509
Be: -1.6494 1.1876 0.1017  1.788
H: 1.5134 0.2963 0.3235  0.282
H: 0.2280 -1.0231 -1.8414  0.281


# 2
A structure of composition C2H2BiO2P. Source: the Open Molecules 2025 dataset; level of theory: ωB97M-V/def2-TZVPD.

The spin multiplicity is 1. As for the lowest unoccupied orbital energy (spin up / spin down): -0.443 / -0.468 hartree. For the energy above the lowest of the compared OMol25 structures with the same formula, charge and spin, the calculation gives 218.19 kJ/mol. The net charge is +2.

Last column: natural (NBO) charge in e.
CARTESIAN COORDINATES (ANGSTROEM)
Bi: 0.2548 2.0839 1.2761  0.946
P: -1.7218 0.1466 1.1034  0.982
O: -1.5882 -0.8487 -0.1611  -0.637
O: 1.8076 -0.4016 -0.5584  -0.253
C: 0.7492 -0.8728 -0.5996  0.726
C: -0.5034 -1.2548 -0.8748  -0.067
H: -0.7119 -1.7883 -1.7998  0.319
H: 1.7137 2.9357 1.6141  -0.015


# 3
A structure of composition C2H2Br2I2. Source: the Open Molecules 2025 dataset; level of theory: ωB97M-V/def2-TZVPD.

The spin multiplicity is 1. As for the lowest unoccupied orbital energy (spin up / spin down): -0.055 / -0.069 hartree. For the energy above the lowest of the compared OMol25 structures with the same formula, charge and spin, the calculation gives 183.96 kJ/mol. The net charge is 0.

Last column: natural (NBO) charge in e.
CARTESIAN COORDINATES (ANGSTROEM)
I: 1.9976 -0.5752 0.0762  0.627
I: 3.0276 0.0734 -2.5198  -0.297
Br: -0.1931 1.5085 1.9718  0.003
Br: -0.9703 -2.2347 -0.6064  0.128
C: -0.8671 0.4390 0.4800  -0.560
C: -0.0174 -0.7532 0.1754  -0.406
H: -1.1052 1.2641 -0.3028  0.255
H: -1.8722 0.2781 0.7256  0.250


Question: Among the records above, which one has the lowest net charge?
Answer: C2H2Br2I2